Record 1
{
  "formula": "C45H59As3BiClN7OS4",
  "method": "ωB97M-V with the def2-TZVPD basis set",
  "charge": 1,
  "spin_multiplicity": 1,
  "lumo_ev": -2.536,
  "homo_lumo_gap_ev": 6.3,
  "symbols": ["Bi", "N", "C", "C", "C", "C", "C", "C", "S", "N", "C", "C", "C", "C", "C", "C", "N", "H", "H", "H", "H", "H", "H", "H", "H", "H", "C", "As", "C", "C", "C", "C", "C", "As", "C", "C", "C", "As", "C", "C", "H", "H", "H", "H", "H", "H", "H", "H", "H", "H", "H", "H", "H", "H", "H", "H", "H", "H", "H", "H", "H", "H", "H", "H", "H", "H", "H", "S", "C", "C", "N", "C", "S", "C", "N", "C", "C", "N", "C", "C", "N", "C", "C", "H", "H", "H", "H", "H", "H", "H", "H", "H", "H", "H", "H", "H", "Cl", "O", "S", "C", "C", "C", "C", "C", "C", "C", "C", "C", "C", "C", "C", "H", "H", "H", "H", "H", "H", "H", "H", "H", "H"],
  "coordinates": [[0.42880, -0.57976, -0.71209], [1.42713, -4.59386, 1.61239], [0.39422, -5.02437, 2.46264], [0.31214, -6.35352, 2.84751], [-0.71186, -6.78644, 3.68031], [-1.68984, -5.90507, 4.10206], [-1.61759, -4.57291, 3.71318], [-0.56619, -4.13540, 2.93057], [-0.46072, -2.41613, 2.49211], [0.67006, -2.39809, 1.26443], [1.44557, -3.37875, 0.98366], [2.48237, -3.11793, -0.03548], [3.59002, -3.93698, -0.18804], [4.60702, -3.56789, -1.05452], [4.49335, -2.38234, -1.75304], [3.35277, -1.62204, -1.56727], [2.37985, -1.97316, -0.73240], [2.04259, -5.31334, 1.27676], [1.05467, -7.05864, 2.49182], [-0.74225, -7.82191, 3.99029], [-2.50358, -6.24019, 4.73033], [-2.37479, -3.86076, 4.01916], [3.69536, -4.84031, 0.39572], [5.47672, -4.19832, -1.17457], [5.27125, -2.04344, -2.42074], [3.21486, -0.69759, -2.10875], [1.86582, 1.16378, -3.70174], [0.03810, 1.22099, -3.01120], [-0.73643, 0.77936, -4.77496], [0.05314, 3.21046, -2.99783], [-1.22601, 4.02960, -2.74478], [-0.91584, 5.46147, -3.20483], [-1.56991, 4.06925, -1.25124], [-1.93073, 2.39972, -0.23263], [-3.81554, 2.08626, -0.71700], [-2.45246, 3.46474, 1.37192], [-2.36389, 3.43086, -3.58130], [-4.23906, 4.13371, -3.71362], [-4.46809, 5.61143, -2.42055], [-3.96708, 5.32224, -5.25585], [1.91583, 1.79015, -4.59283], [2.13144, 0.14787, -3.98650], [2.58322, 1.54965, -2.98302], [-0.34153, 1.47551, -5.51491], [-1.82197, 0.79555, -4.79514], [-0.40142, -0.22786, -5.01238], [0.47398, 3.49159, -3.96657], [0.79911, 3.45649, -2.23622], [-0.02131, 5.83989, -2.70669], [-1.73978, 6.13782, -2.98153], [-0.73793, 5.48120, -4.28137], [-2.43699, 4.71711, -1.11061], [-0.72931, 4.53317, -0.72317], [-4.38504, 3.01319, -0.64880], [-4.23237, 1.36273, -0.01554], [-3.92758, 1.68455, -1.72119], [-3.09477, 4.28860, 1.06125], [-1.57996, 3.88862, 1.87239], [-3.00961, 2.84608, 2.07688], [-2.47874, 2.39168, -3.25690], [-2.03191, 3.39292, -4.62391], [-4.59442, 5.25662, -1.39879], [-5.39987, 6.09639, -2.71504], [-3.67724, 6.35792, -2.45345], [-3.63099, 4.75296, -6.12162], [-3.24038, 6.10478, -5.03909], [-4.91629, 5.79242, -5.51137], [3.31421, -0.51605, 2.03970], [4.14777, 0.37690, 0.85701], [5.56236, 0.16973, 0.79639], [6.68804, -0.06834, 0.77656], [3.56809, 1.19785, -0.08631], [1.82397, 1.51746, -0.18572], [4.33881, 1.88237, -1.05336], [4.91098, 2.44854, -1.88048], [0.81891, 3.62918, 4.02569], [0.98719, 2.67218, 2.81308], [0.59119, 1.33149, 3.18980], [1.44925, 0.84417, 4.25828], [1.32643, 1.75635, 5.50170], [0.32253, 2.81392, 5.17735], [-1.00181, 2.19241, 4.85311], [-0.79999, 1.29736, 3.59811], [0.09180, 4.41578, 3.82541], [1.75958, 4.09395, 4.31717], [2.02241, 2.63890, 2.47786], [0.38669, 2.99923, 1.96543], [2.47234, 0.82313, 3.88771], [1.16200, -0.18187, 4.48835], [2.26950, 2.24652, 5.73972], [0.98896, 1.21083, 6.38219], [0.21061, 3.41912, 5.98772], [-1.72523, 2.98827, 4.67737], [-1.32165, 1.61279, 5.71803], [-1.40807, 1.64002, 2.76368], [-1.08040, 0.26710, 3.80970], [0.53003, -1.91719, -2.97096], [-2.24092, -1.07111, -0.02308], [-3.36375, -2.06538, -0.11996], [-2.78470, -3.75159, -0.43912], [-1.75867, -4.03147, -1.32290], [-1.41989, -5.35168, -1.57403], [-2.12651, -6.38198, -0.96886], [-3.16729, -6.09381, -0.09828], [-3.49323, -4.77455, 0.17505], [-4.02212, -1.84166, -1.78871], [-3.67686, -0.68764, -2.46869], [-4.30222, -0.39829, -3.67290], [-5.23110, -1.28144, -4.20085], [-5.53037, -2.46300, -3.53574], [-4.94388, -2.73698, -2.31065], [-1.23856, -3.23563, -1.83505], [-0.61750, -5.56522, -2.26981], [-1.87318, -7.41238, -1.18300], [-3.72642, -6.89651, 0.36202], [-4.30422, -4.53791, 0.85370], [-2.92970, -0.02867, -2.04395], [-4.08665, 0.53185, -4.18140], [-5.72787, -1.04590, -5.13238], [-6.23450, -3.16364, -3.96353], [-5.19938, -3.64388, -1.77671]],
  "forces_ev_per_angstrom": [[-0.38, -0.35, 0.42], [0.29, 0.15, -0.12], [-0.33, -0.17, 0.27], [0.09, 0.02, -0.12], [-0.01, -0.08, -0.02], [-0.02, 0.08, 0.05], [0.04, -0.01, -0.05], [0.03, 0.29, -0.32], [-0.25, -0.11, 0.51], [0.09, -0.18, -0.58], [-0.48, 0.15, 0.39], [0.62, 0.15, -0.25], [-0.20, -0.06, 0.11], [-0.02, 0.08, -0.09], [0.06, -0.10, 0.08], [0.03, 0.02, 0.04], [0.31, -0.19, 0.30], [-0.02, 0.03, -0.05], [0.02, 0.00, 0.02], [-0.01, -0.01, -0.03], [0.02, -0.02, 0.01], [-0.02, -0.04, 0.04], [0.03, 0.01, -0.03], [0.03, 0.01, 0.04], [-0.02, 0.04, -0.02], [-0.02, 0.06, -0.04], [0.22, -0.10, -0.05], [0.29, 0.77, -1.21], [-0.10, -0.07, 0.25], [-0.18, -0.06, 0.23], [0.02, -0.13, -0.06], [-0.05, -0.06, 0.06], [0.02, 0.00, -0.11], [-0.33, 0.50, 0.19], [0.04, 0.06, -0.07], [0.09, -0.09, -0.05], [-0.06, 0.06, 0.21], [0.12, 0.10, -0.09], [0.02, -0.07, 0.00], [0.01, 0.04, 0.00], [-0.08, 0.00, 0.01], [-0.06, -0.04, 0.02], [-0.02, 0.03, 0.08], [-0.01, 0.06, 0.07], [-0.02, 0.03, 0.07], [0.03, 0.00, 0.02], [-0.01, -0.10, -0.01], [0.06, 0.02, -0.07], [0.01, 0.01, 0.01], [0.02, 0.02, -0.02], [0.01, 0.03, -0.02], [0.02, -0.04, 0.09], [-0.02, -0.01, 0.04], [0.04, 0.04, 0.04], [0.04, -0.02, 0.00], [-0.02, 0.13, 0.11], [-0.02, -0.02, -0.06], [-0.01, -0.04, -0.02], [0.01, -0.02, -0.03], [-0.14, -0.01, -0.09], [-0.08, -0.05, -0.01], [0.01, -0.05, -0.02], [-0.01, -0.03, -0.01], [0.01, -0.04, 0.00], [0.00, -0.05, 0.03], [0.03, -0.02, 0.01], [-0.02, -0.02, 0.03], [0.17, -0.07, -0.17], [-0.82, -0.01, -0.02], [0.51, -0.05, -0.02], [-0.05, 0.05, -0.06], [-0.29, -0.21, 0.35], [0.63, 0.11, 0.00], [0.24, 0.15, -0.36], [-0.01, -0.03, 0.02], [0.07, 0.23, -0.53], [0.06, -0.02, 0.07], [-0.07, -0.24, 0.01], [-0.07, 0.00, -0.07], [0.28, -0.47, 0.07], [-0.09, 0.17, 0.20], [-0.37, -0.27, -0.25], [0.17, 0.08, 0.01], [-0.06, -0.02, 0.14], [-0.03, -0.04, 0.12], [0.02, 0.03, 0.03], [0.02, 0.03, 0.06], [-0.03, -0.02, 0.08], [0.02, 0.00, 0.05], [-0.08, 0.12, 0.01], [-0.11, 0.13, 0.03], [-0.01, 0.02, -0.02], [0.11, 0.10, 0.06], [0.09, 0.09, 0.07], [-0.02, 0.02, 0.10], [0.01, -0.03, 0.07], [-0.12, -0.12, -0.19], [0.09, -0.28, -0.01], [-0.08, -0.37, -0.64], [-0.06, 0.15, 0.38], [0.14, 0.10, -0.02], [0.07, 0.10, -0.07], [-0.01, -0.06, 0.06], [0.05, -0.11, -0.05], [-0.05, 0.19, 0.19], [-0.10, 0.20, 0.22], [0.11, -0.10, 0.04], [-0.04, -0.06, 0.00], [0.02, 0.08, -0.08], [-0.02, 0.02, 0.08], [-0.09, -0.06, -0.04], [0.05, 0.07, -0.04], [-0.02, -0.02, 0.02], [0.00, 0.01, 0.00], [-0.01, 0.00, 0.04], [0.01, -0.01, 0.05], [-0.02, -0.09, -0.03], [0.04, 0.02, -0.07], [0.02, -0.02, -0.03], [-0.02, 0.01, 0.02], [0.01, 0.00, -0.01]]
}

---

Record 2
{
  "formula": "C45H59AsClN7O3Pt",
  "method": "ωB97M-V with the def2-TZVPD basis set",
  "spin_multiplicity": 1,
  "lumo_ev": [-0.405, -0.400],
  "homo_lumo_gap_ev": [6.3, 6.3],
  "symbols": ["Pt", "C", "N", "C", "C", "N", "C", "C", "N", "C", "C", "N", "C", "N", "C", "C", "C", "N", "C", "H", "H", "H", "H", "H", "H", "H", "H", "H", "H", "H", "H", "H", "H", "H", "H", "H", "H", "H", "H", "H", "H", "H", "H", "C", "C", "C", "C", "Cl", "C", "C", "C", "O", "C", "C", "O", "O", "H", "H", "H", "H", "H", "H", "H", "H", "C", "C", "C", "C", "C", "C", "As", "N", "C", "C", "C", "C", "C", "C", "C", "C", "C", "C", "C", "C", "C", "C", "C", "C", "C", "C", "H", "H", "H", "H", "H", "H", "H", "H", "H", "H", "H", "H", "H", "H", "H", "H", "H", "H", "H", "H", "H", "H", "H", "H", "H", "H", "H"],
  "coordinates": [[0.25866, 0.90991, -0.17428], [3.54506, 2.91390, 3.06750], [4.11013, 2.29091, 1.87756], [5.34201, 1.52797, 2.05460], [5.35815, 0.61442, 0.83844], [3.95466, 0.54719, 0.47871], [3.61839, -0.08064, -0.77707], [3.30051, 1.65723, 0.95608], [2.13698, 2.05496, 0.57112], [1.67922, 3.39534, 0.88149], [0.73771, 3.86114, -0.22722], [-0.51756, 3.13807, -0.14120], [-1.66857, 3.69657, -0.31873], [-2.86742, 3.02807, -0.28322], [-3.04673, 1.59392, -0.24845], [-3.94735, 3.85098, -0.78362], [-3.38733, 5.25025, -0.60660], [-1.94359, 5.03438, -0.57469], [-1.17335, 6.15609, -0.06512], [4.27905, 2.85382, 3.86856], [2.63632, 2.40100, 3.39374], [3.31965, 3.96665, 2.90088], [5.30672, 0.94573, 2.98196], [6.20411, 2.19387, 2.09308], [5.74822, -0.37910, 1.06086], [5.95043, 1.04654, 0.02166], [4.02451, -1.09228, -0.78267], [4.01230, 0.47799, -1.63354], [2.53867, -0.12856, -0.86557], [2.52249, 4.09340, 0.91910], [1.14844, 3.43037, 1.83992], [1.20464, 3.62649, -1.18957], [0.62842, 4.94107, -0.15231], [-3.03665, 1.21311, 0.77509], [-2.26885, 1.08997, -0.82098], [-4.00928, 1.35157, -0.69416], [-4.85962, 3.68334, -0.21126], [-4.15401, 3.63459, -1.83913], [-3.73347, 5.70124, 0.33110], [-3.64078, 5.91661, -1.43103], [-1.81098, 7.03695, -0.10169], [-0.29934, 6.35965, -0.68162], [-0.85911, 6.00978, 0.97307], [2.87638, 2.15352, -6.79624], [1.45436, 1.68890, -6.92760], [0.63918, 2.12377, -7.95612], [-0.67345, 1.68028, -8.04737], [-1.68407, 2.25848, -9.33980], [-1.18429, 0.79986, -7.11779], [-0.37649, 0.35778, -6.07724], [0.93838, 0.79021, -5.97965], [1.82435, 0.39081, -5.03391], [1.37192, -0.41863, -3.97521], [0.72565, 0.35663, -2.82278], [-0.05990, -0.35012, -2.10782], [1.03339, 1.53760, -2.60106], [3.10879, 2.91376, -7.53992], [3.56345, 1.31423, -6.91961], [3.04463, 2.55882, -5.79773], [1.02458, 2.81334, -8.69584], [-2.20606, 0.45551, -7.19543], [-0.79522, -0.32112, -5.34715], [2.26445, -0.89829, -3.56842], [0.68853, -1.20567, -4.29398], [-6.51009, -1.42306, 2.35298], [-5.12112, -1.77145, 1.89012], [-4.74101, -1.60786, 0.56493], [-3.45567, -1.90166, 0.12963], [-3.16627, -1.78447, -1.35063], [-2.49055, -2.37878, 1.04427], [-0.61938, -2.25192, 0.30192], [-0.24076, -0.62389, 1.10003], [-0.12856, -0.27903, 2.43343], [-0.27157, 1.07420, 2.82095], [-0.07704, 1.48188, 4.12687], [0.23721, 0.56162, 5.11897], [0.33475, -0.77781, 4.77157], [0.15512, -1.19118, 3.46345], [0.46950, -3.69412, 1.15803], [1.81178, -3.54508, 1.53933], [2.56565, -2.24737, 1.38592], [2.50935, -4.64443, 2.03614], [1.93837, -5.90374, 2.10832], [2.69644, -7.07275, 2.67621], [0.65453, -6.06615, 1.60346], [-0.07356, -4.99427, 1.11022], [-1.42973, -5.24122, 0.50336], [-2.90900, -2.67720, 2.34827], [-2.10841, -3.46580, 3.35558], [-4.20024, -2.33673, 2.75261], [-6.99582, -0.74610, 1.65066], [-6.49248, -0.95540, 3.33762], [-7.12233, -2.32442, 2.43032], [-5.46643, -1.23561, -0.15259], [-3.99766, -1.31032, -1.87374], [-3.03600, -2.78448, -1.77288], [-2.25425, -1.22910, -1.56133], [-0.54948, 1.79280, 2.05876], [-0.18786, 2.52907, 4.38644], [0.40121, 0.88193, 6.13976], [0.56232, -1.51532, 5.53290], [0.26490, -2.23469, 3.22218], [2.12138, -1.63459, 0.60700], [3.60544, -2.44763, 1.12041], [2.56637, -1.66501, 2.30762], [3.53698, -4.51085, 2.35963], [3.70487, -6.78173, 2.96806], [2.77160, -7.88145, 1.94712], [2.19120, -7.47137, 3.55795], [0.21356, -7.05814, 1.58639], [-1.60879, -6.30645, 0.36354], [-1.49756, -4.74775, -0.47080], [-2.22819, -4.83462, 1.12565], [-1.17350, -3.83244, 2.94502], [-2.68952, -4.33368, 3.67676], [-1.90520, -2.86613, 4.24208], [-4.48452, -2.54838, 3.77943]],
  "forces_ev_per_angstrom": [[0.18, -2.19, -0.81], [-0.09, 0.06, 0.03], [0.12, 0.00, -0.13], [0.05, 0.01, 0.04], [0.01, 0.00, 0.06], [-0.15, 0.11, 0.06], [0.02, 0.15, -0.11], [0.18, -0.16, 0.13], [-0.83, -0.55, 0.26], [0.08, 0.23, -0.19], [0.02, 0.20, 0.05], [-0.49, 0.30, -0.02], [0.26, 0.02, 0.08], [0.06, 0.10, 0.02], [0.28, -0.09, 0.08], [0.07, 0.05, -0.07], [0.04, 0.07, 0.01], [-0.19, 0.12, -0.16], [-0.05, 0.03, -0.05], [0.03, -0.03, 0.00], [0.02, -0.01, -0.01], [0.00, -0.04, 0.08], [-0.06, 0.02, 0.00], [0.03, -0.06, 0.03], [0.04, 0.01, -0.01], [-0.04, -0.01, -0.02], [0.00, 0.05, -0.04], [0.02, 0.04, 0.02], [-0.13, -0.05, -0.08], [0.00, -0.05, 0.00], [0.02, 0.06, -0.03], [0.01, 0.09, 0.00], [0.24, -0.31, 0.02], [0.06, -0.05, -0.03], [0.03, -0.08, -0.03], [-0.05, 0.01, -0.02], [-0.02, 0.04, -0.01], [0.01, -0.04, 0.01], [0.03, -0.02, 0.02], [-0.10, 0.02, 0.05], [-0.03, 0.02, 0.00], [-0.11, 0.14, 0.03], [-0.01, 0.00, -0.01], [-0.07, -0.06, 0.04], [0.11, 0.00, 0.06], [-0.07, -0.05, 0.04], [0.02, -0.04, 0.08], [-0.04, 0.01, -0.08], [-0.01, 0.06, -0.06], [0.04, -0.08, 0.20], [-0.14, 0.17, -0.29], [0.12, -0.08, 0.06], [-0.15, 0.04, 0.16], [-0.09, 0.26, -0.22], [0.12, 0.54, 0.92], [-0.06, -0.24, 0.14], [0.00, 0.00, -0.01], [0.04, 0.03, 0.01], [0.05, 0.02, -0.02], [0.00, 0.02, 0.01], [-0.01, 0.03, 0.00], [-0.01, 0.04, 0.00], [-0.03, -0.01, 0.02], [0.08, -0.03, -0.09], [0.05, -0.08, -0.03], [-0.03, -0.01, 0.01], [-0.01, 0.05, 0.02], [0.15, -0.04, -0.06], [0.02, 0.06, 0.09], [0.13, 0.17, 0.01], [0.01, -0.12, 0.16], [0.57, 1.01, -0.44], [0.05, 0.19, 0.39], [-0.06, -0.20, -0.30], [0.04, -0.02, 0.12], [0.05, 0.06, 0.05], [-0.06, 0.03, 0.05], [0.05, -0.01, -0.22], [0.02, -0.08, -0.06], [-0.12, 0.14, -0.06], [-0.19, -0.10, 0.09], [-0.08, -0.08, -0.02], [0.09, 0.00, 0.07], [-0.03, 0.01, -0.03], [-0.01, -0.01, 0.00], [-0.03, 0.10, 0.02], [0.04, -0.01, 0.08], [-0.06, -0.05, 0.05], [0.09, 0.11, -0.03], [0.03, -0.02, -0.04], [-0.03, 0.01, 0.03], [0.00, 0.03, -0.01], [-0.04, 0.03, 0.00], [0.02, 0.00, 0.00], [-0.02, 0.01, 0.05], [0.05, 0.03, -0.05], [-0.01, 0.04, -0.11], [-0.05, 0.07, 0.07], [-0.02, 0.02, -0.06], [-0.04, -0.01, 0.00], [0.01, -0.02, -0.03], [0.04, -0.11, -0.03], [0.00, 0.07, 0.05], [-0.02, -0.04, 0.01], [-0.06, 0.08, 0.04], [0.01, 0.02, -0.02], [0.01, -0.01, 0.00], [0.01, -0.01, 0.02], [0.01, -0.01, 0.00], [-0.02, 0.01, -0.03], [0.04, -0.01, -0.02], [-0.09, -0.07, -0.02], [0.01, -0.11, -0.09], [0.03, 0.07, 0.14], [-0.02, 0.00, -0.03], [0.07, 0.00, 0.02], [-0.03, 0.00, -0.01]]
}

---

Number 1: electronic energy -304312.4834 eV. Number 2: electronic energy -140801.8626 eV.